Model a:
16
Properties=species:S:1:pos:R:3 method="wB97M-V/def2-TZVPD" molar_mass_g_mol=116.12 orbital_gap_ha="0.3115 / 0.2440" e_homo_ev="-8.804 / -7.551"
O -2.80932 -0.15342 -0.27458
N 0.00547 -1.33595 1.15397
N -1.70047 -0.48741 0.12785
N -1.16721 1.67302 -0.41871
N -1.32500 -1.54809 0.76895
C -0.61608 0.40559 -0.15313
C 0.51099 -0.06441 0.75692
C 1.89641 -0.05591 0.04562
H -2.18255 1.61946 -0.68675
H 2.53674 0.86585 -0.05215
H 1.74892 -0.24293 -1.14164
H 0.51513 -2.14816 0.87789
H 0.24598 -0.53034 -2.42446
H 0.52397 0.54705 1.60726
H 2.38302 -0.93480 0.46735
H -0.56600 2.39044 -0.65439

=====

Model b:
16
Properties=species:S:1:pos:R:3 method="wB97M-V/def2-TZVPD" molar_mass_g_mol=116.12 orbital_gap_ha=0.3122 e_homo_ev=-8.054
O 0.83980 2.59230 -0.07756
N -0.10759 1.71928 0.32977
N 1.52140 0.26890 0.00929
N -0.63905 -0.57968 0.46971
N -2.56421 0.64232 0.10277
C 0.27471 0.39289 0.11394
C 2.02405 -1.14205 0.02135
C -1.98086 -0.60785 -0.13698
H 1.35570 -1.67880 -0.71330
H 1.60960 2.03777 -0.19726
H -2.48457 -1.56119 -0.66042
H -1.05675 2.00138 0.25449
H -3.57634 0.39424 -0.50187
H 1.91133 -1.68469 1.00298
H -0.25556 -1.56806 0.43274
H 3.12836 -1.22675 -0.44965

=====

Model c:
16
Properties=species:S:1:pos:R:3 method="wB97M-V/def2-TZVPD" molar_mass_g_mol=116.12 smiles="[H]/N=C(N)/C(CNO)=N/[H]" orbital_gap_ha=0.3715 e_homo_ev=-9.219
O 2.14860 -1.86914 0.67434
N 0.31688 0.39523 1.44125
N -1.14710 2.30069 0.36231
N -1.56518 0.84138 -1.44753
N 0.90400 -2.12485 0.00699
C -1.00229 1.15671 -0.35350
C 0.40451 -0.93448 -0.65640
C -0.03173 0.19599 0.24493
H 1.18752 -0.56153 -1.32437
H -0.44523 -1.23035 -1.27469
H -2.22005 1.53706 -1.79653
H 0.26422 -2.39671 0.75327
H -0.73222 2.30581 1.28061
H 2.82433 -2.28174 0.12030
H 0.98935 -0.27446 1.81097
H -1.89564 2.94040 0.15803

=====

Model d:
16
Properties=species:S:1:pos:R:3 method="wB97M-V/def2-TZVPD" molar_mass_g_mol=116.12 orbital_gap_ha=0.3353 e_homo_ev=-8.854
O 0.89354 1.27865 3.35944
N -2.24595 -0.11935 -1.71922
N 1.40474 1.08014 2.03524
N 0.05183 -0.26620 -2.52162
N 0.70324 -0.64117 0.24847
C -0.99734 -0.53406 -1.61891
C 0.54660 0.29160 1.13762
C -0.58500 -1.13282 -0.11199
H 1.01915 -0.28298 -2.11712
H -2.35685 0.02039 -2.64137
H -0.03616 0.57626 -3.31552
H -0.42574 0.89018 1.53185
H 2.40722 1.35378 1.80324
H 1.71066 0.56633 3.88204
H -1.47323 -0.84678 0.18194
H -0.61673 -2.23398 -0.13408

=====

Stability ranking, top and bottom: model c is the most stable and model a is the least stable.

=====

Model a:
16
Properties=species:S:1:pos:R:3 method="wB97M-V/def2-TZVPD" molar_mass_g_mol=116.12 orbital_gap_ha=0.3238 e_homo_ev=-8.577
O 1.98751 1.40485 0.25059
N 0.67538 -0.59584 -0.69246
N -1.98837 -0.32636 -0.35339
N -1.41389 -0.98657 0.61485
N 1.96799 -1.49970 -0.12394
C -1.39575 0.83536 -0.75598
C -0.44033 1.47539 0.19948
C 0.86891 0.77656 -0.09181
H 2.70986 -0.80196 0.30626
H 0.05123 -1.38825 0.10809
H 2.55366 -1.79923 -1.27983
H -1.14254 -0.58537 1.49932
H -1.80388 -2.20518 0.91641
H -0.64762 1.85045 1.27303
H 0.02943 2.52641 -0.31997
H -2.01159 1.31943 -1.55066

=====

Model b:
16
Properties=species:S:1:pos:R:3 method="wB97M-V/def2-TZVPD" molar_mass_g_mol=116.12 smiles="O=C1NNCCNN1" orbital_gap_ha=0.3201 e_homo_ev=-7.808
O 2.82118 -0.48941 -0.34203
N 1.24599 1.20378 0.16399
N 0.75942 -0.99955 0.67032
N -0.01839 1.44084 -0.30070
N -0.16943 -1.52606 -0.21783
C -1.40928 -0.77418 -0.36730
C -1.17898 0.63377 0.29609
C 1.71461 -0.15482 0.02745
H -0.91730 0.38458 1.35104
H -2.08276 1.17703 0.36971
H 1.09774 -1.65029 1.29305
H -1.66059 -0.58541 -1.40169
H -2.31510 -1.21015 0.11240
H 2.07440 1.79692 -0.22979
H -0.19943 2.45758 -0.38541
H 0.23791 -1.70462 -1.03932

=====

Stability ranking, top and bottom: model b is the most stable and model a is the least stable.

=====

Model a:
20
Properties=species:S:1:pos:R:3 method="wB97M-V/def2-TZVPD" molar_mass_g_mol=116.16 smiles="CCCNC(=O)CN" orbital_gap_ha=0.3828 e_homo_ev=-9.506
O 0.39990 1.22529 1.96153
N -1.79702 -0.73042 2.19851
N 0.91375 0.46835 -0.03066
C -0.07946 0.78418 -2.87408
C 0.06519 -0.59542 -2.11867
C 1.14933 -0.59190 -1.00122
C -0.73492 -0.86968 1.22503
C 0.18998 0.33514 1.15129
H 1.53711 1.24918 -0.13487
H 0.77082 1.36667 -2.50794
H 0.24546 -1.34545 -2.88515
H -0.16703 0.84200 -3.94294
H -0.07490 -1.74427 1.43466
H -1.24785 -1.09872 0.28754
H -1.49216 -0.75883 3.18266
H -1.07879 1.18740 -2.68254
H -0.88170 -0.76831 -1.61842
H 2.07496 -0.57550 -1.59718
H 1.12562 -1.54252 -0.45849
H -2.04686 0.25780 2.26958

=====

Model b:
20
Properties=species:S:1:pos:R:3 method="wB97M-V/def2-TZVPD" molar_mass_g_mol=116.16 smiles="C=C(N)C[C@H](N)CO" orbital_gap_ha=0.3292 e_homo_ev=-8.124
O -1.92967 -2.43229 0.39273
N -1.73503 0.39337 0.15236
N 0.91645 2.26226 -0.69697
C 1.45052 1.08685 -0.37192
C -0.79556 -1.68861 0.85689
C -0.56785 -0.49106 -0.02486
C 0.66440 0.21183 0.62747
C 2.61696 0.76480 -0.90998
H 0.13961 2.47456 -0.27685
H 1.01182 2.59506 -1.63464
H -2.62380 -0.04612 -0.20126
H -0.99129 -1.43560 1.93633
H -0.42127 -0.48880 -1.14024
H -2.65928 -1.85602 0.23999
H -1.61114 1.29702 -0.38264
H 3.35801 1.13199 -1.64428
H 3.01349 -0.29261 -0.55671
H 1.26605 -0.44353 1.22686
H -0.00987 -2.46357 0.70216
H 0.48425 1.09366 1.33604

=====

Stability ranking, top and bottom: model a is the most stable and model b is the least stable.

=====

Model a:
20
Properties=species:S:1:pos:R:3 method="wB97M-V/def2-TZVPD" molar_mass_g_mol=116.16 smiles="C/[N+]([O-])=N/C(C)(C)C" orbital_gap_ha=0.3860 e_homo_ev=-9.607
O 1.20581 1.76979 0.34550
N 1.37755 0.62547 0.72837
N 0.66014 -0.38242 0.44560
C 2.58912 0.17527 1.48655
C -1.53722 0.66407 0.45413
C -1.26918 -1.61686 -0.51652
C -0.60333 -0.25374 -0.33329
C -0.37600 0.32359 -1.72984
H 2.31766 -0.75128 1.88924
H -2.27812 1.12718 -0.04033
H -1.00894 1.23777 -1.82410
H 3.55318 0.08205 0.91487
H -1.01043 1.61087 0.92144
H -0.87697 -0.41835 -2.37820
H 0.64494 0.52443 -2.09542
H -0.46249 -2.28525 -1.12501
H -2.25940 -1.54766 -1.12849
H -2.01810 0.17669 1.34908
H 2.81560 0.94903 2.13246
H -1.46382 -2.01068 0.50397

=====

Model b:
20
Properties=species:S:1:pos:R:3 method="wB97M-V/def2-TZVPD" molar_mass_g_mol=116.16 orbital_gap_ha=0.3785 e_homo_ev=-9.540
O -0.33247 1.92626 0.23636
N 1.38805 -0.15819 -1.48920
N -0.92051 -1.21464 0.98761
C 0.23451 -0.48801 -1.10186
C -1.03822 -0.40332 -1.88968
C -0.48182 2.30972 1.58921
C 0.13242 -1.16102 0.29321
C 1.36569 -1.84593 0.78320
H 1.44061 0.20340 -2.43988
H 0.54168 1.48020 0.18379
H -0.39049 1.42470 2.22789
H 2.22997 -1.21569 0.58702
H 0.30768 3.01553 1.86719
H -1.60422 -1.33090 -1.82257
H -1.70712 -0.68045 0.62296
H -0.83247 -0.19142 -2.93777
H -1.47341 2.74605 1.69397
H 1.28688 -2.04151 1.84902
H -1.64322 0.41255 -1.49220
H 1.49646 -2.78732 0.25173

=====

Stability ranking, top and bottom: model b is the most stable and model a is the least stable.